[1]
DFT (wB97M-V/def2-TZVPD) results for C22H26N6S in the gas phase in a non-equilibrium geometry.

```
55
Properties=species:S:1:pos:R:3:forces:R:3
C 7.24489 2.49450 -2.01992 -0.1 0.2 -0.2
C 6.46677 2.81920 -3.28966 0.0 -0.3 0.0
C 5.32504 1.83833 -3.55998 0.0 0.3 0.2
C 4.21483 1.91562 -2.51288 -0.1 -0.1 -0.3
C 2.95876 1.13693 -2.90432 0.1 0.1 0.2
C 3.21185 -0.35973 -2.95796 -0.4 0.0 0.0
H 3.57635 -0.73032 -2.00116 0.1 0.0 0.0
H 3.90069 -0.63007 -3.75700 0.0 -0.1 0.0
S 1.69245 -1.29355 -3.32882 0.2 -0.2 -0.4
C 0.91340 -1.16909 -1.78467 0.0 0.0 0.0
N 1.39304 -0.59636 -0.71367 0.7 0.1 -0.8
N 0.47857 -0.73064 0.25520 -0.7 -0.3 0.8
C -0.55028 -1.38072 -0.22369 0.3 0.1 -0.1
N -0.32479 -1.69236 -1.54317 0.6 0.5 0.5
C -1.17041 -2.36365 -2.48531 -0.2 -0.3 -0.3
H -0.93005 -3.42855 -2.53033 -0.1 0.0 0.0
H -1.01280 -1.93058 -3.47390 -0.1 0.0 0.0
H -2.21184 -2.24011 -2.19002 0.1 0.0 -0.1
C -1.72840 -1.76053 0.51100 -0.5 0.1 0.5
C -2.41645 -1.03967 1.48547 0.1 -0.7 -0.7
N -3.43432 -1.83883 1.91078 0.8 0.3 -0.3
N -3.44362 -3.00735 1.26100 -0.4 -0.7 -0.1
C -2.43094 -2.98208 0.42921 0.0 0.4 0.3
H -2.21842 -3.83382 -0.18504 0.0 -0.2 -0.1
C -4.36129 -1.61525 2.94445 -0.6 0.0 0.7
C -3.98353 -0.96880 4.11614 0.0 -0.1 -0.1
C -4.91910 -0.77790 5.11618 0.0 0.0 0.0
C -6.21592 -1.23981 4.96175 0.0 0.0 0.1
C -6.57881 -1.90823 3.80419 0.0 0.0 0.0
C -5.65533 -2.09816 2.79309 0.2 0.1 -0.1
H -5.91466 -2.62255 1.88688 0.0 0.0 -0.1
H -7.58509 -2.28072 3.68592 -0.1 0.0 0.0
H -6.94028 -1.08646 5.74721 -0.1 0.0 0.1
H -4.62874 -0.27193 6.02428 0.0 0.0 0.1
H -2.96905 -0.62724 4.25039 0.1 0.0 0.0
N -2.26765 0.26437 1.90923 -0.1 0.1 0.0
C -1.08625 0.89231 2.20261 0.6 0.2 0.3
C -1.36591 2.17403 2.57314 0.2 -0.1 0.0
C -2.76749 2.34259 2.49780 -0.2 -0.1 0.0
C -3.29634 1.15502 2.08986 -0.5 0.4 -0.1
H -4.31365 0.87884 1.89331 -0.1 -0.1 0.0
H -3.31593 3.23782 2.71493 -0.2 0.1 0.0
H -0.65211 2.91716 2.86739 0.2 0.1 0.0
H -0.15538 0.37335 2.09652 0.1 -0.1 0.0
H 2.18565 1.32590 -2.15695 0.0 0.0 -0.1
H 2.59367 1.48106 -3.87534 0.0 0.0 0.0
H 3.93544 2.96235 -2.37324 0.0 0.1 0.1
H 4.57525 1.53628 -1.55609 0.0 0.1 0.1
H 4.89934 2.06150 -4.54194 0.0 -0.1 -0.1
H 5.73292 0.82623 -3.59575 0.0 -0.1 -0.1
H 7.15301 2.79712 -4.13986 0.0 0.1 0.0
H 6.06293 3.83175 -3.21837 0.0 0.1 -0.1
H 8.09265 3.16779 -1.91453 0.1 0.0 0.1
H 7.62067 1.47404 -2.05457 0.1 -0.1 0.0
H 6.61665 2.60099 -1.13981 0.0 0.0 0.1
```
Positions in Å, forces in eV/Å.

Results
Kohn-Sham gap: 8.6 eV
E_HOMO: -0.295 Eh
E_LUMO: 0.612 eV
SMILES: CCCCCCSc1nnc(-c2cnn(-c3ccccc3)c2-n2cccc2)n1C

[2]
DFT (wB97M-V/def2-TZVPD) results for a molecular structure, C26H25CoIN3O4S2 in a non-equilibrium geometry.

```
62
Properties=species:S:1:pos:R:3:forces:R:3
Co 0.44475 -0.03800 -0.03232 -0.3 0.9 -0.5
O -3.96491 1.08537 -3.09666 0.1 0.0 0.1
C -3.97916 -0.25118 -2.97602 0.0 0.0 0.0
C -5.04322 -0.94054 -3.56274 0.0 0.0 0.0
C -5.12045 -2.31677 -3.47735 0.0 0.0 0.0
C -4.14009 -3.04104 -2.80272 0.0 0.0 0.0
C -3.08665 -2.36148 -2.21842 0.0 0.0 0.0
C -2.98175 -0.97224 -2.29144 0.0 0.0 0.0
C -1.82596 -0.31784 -1.61659 -0.1 -0.1 0.0
O -0.99206 -1.06423 -1.00244 0.0 0.1 -0.1
N -1.78436 1.00232 -1.68350 0.2 -0.1 0.0
N -0.69796 1.49697 -0.97672 -0.2 -0.2 0.1
C -0.63660 2.75506 -0.83201 -0.1 0.0 0.1
S -1.87542 3.86678 -1.39745 0.0 -0.1 0.0
C -0.97134 5.35259 -0.89381 0.0 0.1 0.1
C -0.16626 5.02103 0.34935 0.0 0.0 0.1
S 0.70928 3.47096 0.03716 0.1 0.0 -0.1
H -3.15626 1.39945 -2.60332 -0.1 0.0 0.0
H -5.79868 -0.36360 -4.08109 0.0 0.0 0.0
H -5.95626 -2.83156 -3.93784 0.0 0.0 0.0
H -4.20103 -4.11924 -2.73399 0.0 0.0 0.0
H -2.30573 -2.88809 -1.68488 0.0 0.0 0.0
H -1.70748 6.13106 -0.69292 0.0 0.0 0.0
H -0.32115 5.67454 -1.70650 0.0 0.0 0.0
H -0.81051 4.90529 1.22349 0.1 0.1 -0.2
H 0.58521 5.78221 0.55691 0.0 0.0 0.0
I 2.40852 -2.12425 -0.21790 0.4 -0.4 0.0
C 2.32174 -0.00377 -0.76219 -0.1 -0.2 0.2
H 2.54302 0.00458 -1.82682 0.0 0.0 0.0
H 3.14471 0.43623 -0.20200 0.0 0.0 0.0
C -1.37614 7.79198 5.08405 0.0 0.0 0.0
C -1.95794 6.88458 4.02845 0.0 0.0 0.0
C -2.64881 7.44374 2.95577 0.0 0.0 0.0
C -3.18802 6.62352 1.97708 0.0 0.0 0.0
C -3.03598 5.24853 2.04663 -0.2 0.0 0.1
C -2.34800 4.66904 3.12056 0.0 -0.1 0.1
N -2.10544 3.30458 3.22038 0.0 0.1 0.0
C -2.69140 2.27244 2.49213 0.0 -0.1 -0.2
C -4.02511 2.30820 2.07352 0.1 -0.1 0.1
C -4.58280 1.23942 1.38957 0.0 0.0 0.0
C -3.83161 0.10776 1.11250 0.0 0.0 0.0
C -2.51004 0.06872 1.52903 0.0 0.0 0.1
C -1.92080 1.12846 2.20852 -0.1 0.0 0.1
C -0.47367 1.00906 2.64631 -0.2 0.3 -0.1
O -0.10524 1.55098 3.69906 -0.1 0.0 -0.1
O 0.28257 0.35022 1.87110 0.5 -0.5 0.2
C -1.81813 5.49931 4.13046 0.0 0.0 0.0
C -1.09222 4.87285 5.29400 0.0 0.0 0.0
H -1.43797 8.83289 4.76684 0.0 0.0 0.0
H -0.32919 7.55959 5.28538 0.0 0.0 0.0
H -1.91309 7.70008 6.03201 0.0 0.0 0.0
H -2.75276 8.52154 2.88807 0.0 0.0 0.0
H -3.71840 7.05813 1.13730 0.0 0.0 0.0
H -3.43143 4.62084 1.26077 0.1 0.0 0.0
H -1.23104 2.99730 3.64707 0.0 0.0 0.1
H -4.63781 3.16346 2.31908 0.0 0.0 0.0
H -5.61710 1.29581 1.07191 0.0 0.0 0.0
H -4.26158 -0.72734 0.57317 0.0 0.0 0.0
H -1.90890 -0.80769 1.32773 0.0 0.0 0.0
H -1.51379 3.89716 5.53429 0.0 0.0 0.0
H -1.15346 5.49716 6.18443 0.0 0.0 0.0
H -0.03214 4.70990 5.07498 0.0 0.0 0.0
```
Positions in Å, forces in eV/Å.

Results
Charge: -1
Kohn-Sham gap (alpha / beta): 7.1 / 7.3 eV
⟨S²⟩: 3.761
E_HOMO (alpha / beta): -0.176 / -0.186 Eh
2S+1: 4
E_LUMO (alpha / beta): 2.296 / 2.294 eV

[3]
DFT (wB97M-V/def2-TZVPD) results for C5H13N3 in the gas phase in a non-equilibrium geometry.

```
21
Properties=species:S:1:pos:R:3:forces:R:3
C -1.51619 0.07170 0.72360 -0.8 -1.0 -2.1
C -1.84531 -1.25881 0.13992 -0.7 0.1 -0.6
C 1.21750 -1.54709 0.24584 -0.3 -0.1 0.1
N 0.89792 0.86616 -0.23505 2.0 -0.1 -0.3
N 0.79814 1.86484 -1.22404 -0.6 -0.2 -1.1
N 1.25207 1.29842 1.04989 -0.5 -0.6 -0.5
C -0.91801 -0.57873 -0.83994 -0.9 1.1 3.8
C 0.56874 -0.53517 -0.69884 1.2 1.5 1.1
H -0.17248 1.91967 -1.52898 -0.2 0.3 0.1
H 1.98701 1.99884 0.97470 0.3 -0.4 -0.1
H 1.05211 2.79933 -0.90989 0.1 -0.5 0.3
H 0.47051 1.79384 1.47096 -0.3 0.0 0.2
H -1.07347 0.05648 1.71395 1.0 0.1 -0.6
H -2.18950 0.90721 0.57693 -0.2 -0.3 -0.1
H -2.86806 -1.36076 -0.21728 0.1 -0.3 0.0
H -1.48905 -2.13477 0.67582 0.0 0.1 -0.1
H -1.32884 -0.05814 -1.69984 -0.2 -0.1 0.3
H 1.01820 -0.66238 -1.69111 0.1 0.2 0.1
H 2.29877 -1.39556 0.29975 -0.2 0.0 -0.2
H 0.99048 -2.55849 -0.09930 0.2 0.0 -0.1
H 0.84947 -1.48659 1.27292 -0.1 0.2 -0.1
```
Positions in Å, forces in eV/Å.

Results
Kohn-Sham gap: 8.1 eV
E_HOMO: -0.255 Eh
E_LUMO: 1.102 eV
SMILES: C[C@@H](C1CC1)N(N)N

So what do the calculations give for relative energy (zero: lowest compared OMol25 entry of this formula, charge and spin)? Going down the list: 0.8, 28.5, 470.2 kJ/mol.
So what do the calculations give for total energy? Going down the list: -1580.63561, -3948.00486, -362.40320 hartree.